Entry 1:
{
  "formula": "C22H45As3BrCsN3S2",
  "method": "ωB97M-V/def2-TZVPD",
  "symbols": ["Cs", "C", "C", "S", "C", "C", "S", "H", "H", "H", "H", "H", "H", "C", "As", "C", "C", "C", "C", "C", "As", "C", "C", "C", "As", "C", "C", "H", "H", "H", "H", "H", "H", "H", "H", "H", "H", "H", "H", "H", "H", "H", "H", "H", "H", "H", "H", "H", "H", "H", "H", "H", "H", "H", "N", "C", "C", "N", "H", "H", "H", "H", "H", "H", "H", "H", "Br", "C", "C", "C", "N", "C", "C", "H", "H", "H", "H"],
  "positions_angstrom": [[-0.486, -0.408, 3.335], [-4.690, 1.179, 5.982], [-3.825, 1.221, 4.768], [-2.449, 2.159, 4.773], [-4.306, 0.437, 3.643], [-5.686, -0.143, 3.722], [-3.399, 0.205, 2.271], [-4.228, 1.749, 6.788], [-4.935, 0.178, 6.328], [-5.652, 1.733, 5.733], [-6.458, 0.560, 3.271], [-5.924, -0.458, 4.788], [-5.798, -0.986, 3.125], [3.952, 1.086, -1.285], [2.158, 0.536, -0.710], [2.394, -1.397, -0.102], [1.476, 0.184, -2.534], [0.786, 1.231, -3.470], [-0.202, 0.524, -4.465], [-0.055, 2.236, -2.646], [-1.293, 1.247, -1.243], [-3.153, 1.810, -1.695], [-0.955, 2.586, 0.217], [1.908, 2.065, -4.207], [3.414, 1.300, -5.311], [3.820, 3.055, -6.184], [2.581, 0.486, -6.974], [4.002, 1.960, -1.909], [4.646, 0.400, -1.746], [4.344, 1.439, -0.330], [2.305, -2.155, -0.924], [1.796, -1.663, 0.799], [3.449, -1.552, 0.252], [0.736, -0.646, -2.523], [2.346, -0.128, -3.102], [-1.025, 0.035, -3.970], [0.367, -0.263, -5.016], [-0.588, 1.224, -5.221], [-0.742, 2.775, -3.352], [0.585, 3.020, -2.203], [-3.266, 2.878, -1.737], [-3.652, 1.438, -0.796], [-3.540, 1.311, -2.574], [-0.753, 3.509, -0.317], [-0.010, 2.367, 0.770], [-1.822, 2.708, 0.931], [2.408, 2.667, -3.424], [1.385, 2.772, -4.840], [4.516, 3.627, -5.573], [2.951, 3.694, -6.290], [4.388, 2.753, -7.052], [1.977, 1.139, -7.565], [1.933, -0.353, -6.710], [3.362, 0.071, -7.602], [-1.540, -3.189, 2.032], [-1.292, -3.589, 0.602], [-2.547, -4.216, -0.034], [-3.484, -3.238, -0.461], [-1.801, -3.987, 2.598], [-2.311, -2.563, 2.136], [-0.486, -4.381, 0.636], [-0.958, -2.655, 0.094], [-2.916, -5.071, 0.604], [-2.240, -4.794, -0.980], [-3.823, -2.584, 0.230], [-4.045, -3.372, -1.275], [5.102, -1.205, 7.690], [4.037, -1.428, 6.099], [3.838, -0.280, 5.307], [2.901, -0.349, 4.278], [2.124, -1.428, 4.104], [2.369, -2.562, 4.798], [3.393, -2.623, 5.760], [4.525, 0.566, 5.431], [2.724, 0.585, 3.632], [1.705, -3.423, 4.655], [3.632, -3.613, 6.172]],
  "atomic_forces_ev_per_a": [[-0.8, 0.7, 0.0], [-1.2, 1.7, 0.2], [-2.5, -3.4, -3.1], [2.2, 1.1, 0.2], [0.3, 2.2, 4.6], [-0.7, 1.3, 1.5], [0.9, -0.7, -3.1], [0.1, -0.1, 0.1], [-0.1, -0.1, 0.1], [0.7, -0.7, 0.5], [0.6, -0.4, 0.9], [-0.2, 0.6, -1.4], [0.1, -1.8, -1.2], [0.5, 0.1, 1.1], [-0.7, -0.4, -0.3], [1.4, -0.4, -0.1], [-1.1, -0.8, -1.2], [0.2, 0.6, 0.5], [2.0, -0.1, -0.5], [-1.2, 0.0, -0.3], [0.7, 0.9, 0.0], [0.9, -0.4, 0.7], [-0.2, -0.1, 0.4], [-0.9, -0.4, 0.2], [-0.6, 0.3, -0.4], [0.6, -0.6, 1.1], [0.0, -0.4, 1.0], [-0.7, 0.5, -0.4], [0.0, -0.7, 0.1], [0.6, -0.1, 0.0], [-0.4, 0.8, 0.7], [0.0, 0.3, -0.9], [-0.7, 0.5, -0.3], [0.7, 0.2, 0.5], [0.2, -0.6, 0.0], [-0.3, 0.0, 0.4], [-0.5, 0.4, 0.3], [0.1, 0.0, 0.3], [0.5, -0.3, 0.6], [-0.3, -0.5, 0.3], [0.0, 0.5, -0.2], [-0.3, 0.0, -0.1], [0.0, -0.1, -0.2], [-0.2, 0.4, 0.1], [-0.9, -0.2, -0.4], [0.9, -0.4, -0.8], [0.0, -0.3, -0.4], [-0.1, 0.3, -0.3], [0.1, -0.1, 0.3], [-0.2, -0.2, -0.7], [-0.3, 0.4, -0.7], [-0.3, 0.8, -0.3], [0.1, 0.0, 0.2], [0.3, 0.1, 0.0], [1.0, -0.8, -0.4], [-0.2, -0.4, 1.5], [1.0, -1.5, -1.9], [0.0, 0.7, 0.6], [0.1, -0.3, -0.2], [-0.8, 1.0, -0.3], [-0.6, 1.0, -0.2], [-0.2, -0.9, 0.0], [0.1, 0.9, 0.0], [-0.1, 0.8, 1.1], [-0.2, 0.0, -0.1], [-0.2, -0.2, 0.1], [-0.2, -0.4, -0.8], [-0.2, 0.3, -0.4], [0.7, -0.6, 0.1], [-0.2, 0.5, 0.1], [0.6, -0.7, 0.1], [0.7, 1.5, 0.1], [-0.3, -0.2, 0.0], [-0.7, -0.2, 0.1], [0.1, -1.7, 0.9], [0.3, 0.4, -0.3], [-0.1, 0.8, 0.3]],
  "total_charge": -1,
  "relative_energy_ev": 0.834,
  "total_energy_ha": -11127.2573
}

Entry 2:
{
  "formula": "C4H8N2O2S2",
  "method": "ωB97M-V/def2-TZVPD",
  "symbols": ["C", "C", "C", "C", "N", "N", "O", "O", "S", "S", "H", "H", "H", "H", "H", "H", "H", "H"],
  "positions_angstrom": [[-2.344, -0.122, -2.878], [-2.290, -0.938, -2.016], [0.046, -1.798, -1.252], [0.936, -2.500, -0.240], [0.529, -1.203, -2.183], [0.332, 2.206, 0.116], [0.914, 0.264, 1.691], [2.427, 2.101, 1.472], [-1.704, -1.867, -0.708], [1.503, 1.055, 0.651], [2.116, 2.419, 2.293], [-2.286, 0.581, -3.605], [1.903, -2.392, -0.659], [0.348, -3.544, -0.175], [0.813, -1.802, 0.564], [-0.122, -0.532, -2.765], [0.200, 2.476, -0.827], [-0.512, 2.451, 0.683]],
  "atomic_forces_ev_per_a": [[-0.1, -0.6, 0.4], [0.4, -1.0, 2.0], [-0.7, -1.3, 2.6], [-3.7, -1.4, -1.3], [0.1, 3.8, -4.2], [-0.9, -0.5, 1.8], [-1.1, -1.1, 0.6], [1.8, -0.5, -2.1], [-0.4, 0.3, -1.0], [-0.5, 2.8, -0.6], [-1.1, 0.3, 1.6], [-0.3, 1.6, -1.8], [1.0, -0.8, -0.1], [2.3, 2.0, 0.6], [0.1, -0.5, 1.3], [1.2, -2.0, 1.4], [0.4, -0.2, -1.0], [1.3, -0.7, -0.4]],
  "total_charge": 0,
  "relative_energy_ev": 5.114,
  "total_energy_ha": -1213.4361
}

Entry 3:
{
  "formula": "C7H50Br2F13GaNO24S",
  "method": "ωB97M-V/def2-TZVPD",
  "symbols": ["N", "C", "O", "Ga", "Br", "Br", "C", "C", "C", "F", "F", "C", "F", "F", "C", "F", "F", "C", "F", "F", "S", "F", "F", "F", "F", "F", "H", "H", "H", "H", "O", "H", "H", "O", "H", "H", "O", "H", "H", "O", "H", "H", "O", "H", "H", "O", "H", "H", "O", "H", "H", "O", "H", "H", "O", "H", "H", "O", "H", "H", "O", "H", "H", "O", "H", "H", "O", "H", "H", "O", "H", "H", "O", "H", "H", "O", "H", "H", "O", "H", "H", "O", "H", "H", "O", "H", "H", "O", "H", "H", "O", "H", "H", "O", "H", "H", "O", "H", "H"],
  "positions_angstrom": [[5.041, -4.071, 1.435], [4.964, -2.993, 0.877], [4.594, -1.786, 0.235], [3.961, -0.557, 1.555], [5.919, 0.380, 2.707], [2.754, -1.840, 3.215], [2.929, 1.051, 0.785], [1.447, 0.714, 0.253], [0.285, 0.969, 1.374], [0.974, 0.929, 2.633], [-0.239, 2.276, 1.065], [-0.780, -0.216, 1.183], [-0.078, -1.429, 1.526], [-1.056, -0.313, -0.207], [-2.064, -0.169, 2.141], [-2.036, -1.291, 3.031], [-1.865, 0.964, 3.015], [-3.476, 0.083, 1.441], [-4.335, 0.636, 2.465], [-3.435, 1.129, 0.427], [-4.373, -1.405, 0.767], [-3.010, -2.318, 0.533], [-4.199, -0.708, -0.801], [-5.832, -0.542, 0.889], [-4.718, -2.061, 2.261], [-5.257, -2.644, 0.079], [2.969, 1.956, 1.502], [3.532, 1.396, -0.144], [1.457, -0.357, -0.140], [1.235, 1.435, -0.627], [-2.704, -1.602, -3.709], [-3.540, -1.520, -4.188], [-2.962, -1.545, -2.779], [8.108, -1.018, 3.652], [8.272, -1.732, 3.019], [8.259, -1.429, 4.512], [8.540, -2.261, 0.639], [8.891, -1.532, 0.113], [8.025, -2.779, 0.007], [-4.506, 0.625, -5.177], [-4.067, 0.990, -5.958], [-4.222, 1.204, -4.459], [-7.788, -1.695, -1.073], [-6.907, -1.419, -0.791], [-8.027, -2.393, -0.447], [3.240, 3.895, 0.375], [3.879, 4.514, -0.006], [2.947, 4.330, 1.185], [5.424, -7.178, 1.273], [5.711, -6.274, 1.081], [4.526, -7.215, 0.925], [9.118, 1.853, 3.959], [10.003, 1.767, 4.334], [8.961, 0.997, 3.527], [8.099, -3.921, 3.134], [8.213, -4.869, 3.275], [7.213, -3.846, 2.750], [4.024, 4.341, 2.881], [4.973, 4.501, 2.810], [3.776, 4.764, 3.713], [-3.204, 2.848, -6.044], [-4.124, 3.095, -6.210], [-2.902, 3.495, -5.392], [-8.016, -4.526, -1.349], [-7.621, -4.074, -2.105], [-7.265, -4.937, -0.903], [-10.537, -2.046, -2.361], [-9.654, -1.770, -2.077], [-10.776, -2.743, -1.736], [-5.484, 1.898, -1.730], [-4.603, 2.174, -1.447], [-5.720, 1.206, -1.109], [4.086, -0.534, -2.854], [4.257, -1.246, -3.483], [4.238, -0.943, -1.991], [-11.493, -4.359, -3.397], [-10.990, -3.547, -3.564], [-12.247, -4.294, -3.996], [1.608, 1.633, 5.517], [0.772, 1.710, 5.040], [1.353, 1.688, 6.446], [-0.489, 0.484, -3.667], [-0.372, -0.463, -3.522], [-1.370, 0.552, -4.054], [-0.682, 4.745, -5.963], [0.202, 4.666, -5.582], [-0.829, 3.890, -6.390], [5.644, 4.613, -0.994], [6.036, 5.067, -1.750], [6.398, 4.202, -0.551], [-6.843, 3.168, -4.093], [-6.673, 2.454, -4.721], [-6.695, 2.759, -3.229], [9.018, 4.892, 3.624], [9.128, 3.940, 3.765], [8.136, 4.969, 3.242], [-4.303, -0.769, 4.911], [-4.405, -1.307, 4.118], [-4.321, -1.410, 5.633]],
  "atomic_forces_ev_per_a": [[0.4, 5.1, -2.8], [-1.8, -0.7, 0.1], [1.8, -4.9, 2.4], [-0.4, 2.0, 1.3], [-1.3, -0.1, -0.9], [0.3, 0.1, -0.5], [0.1, 0.3, -0.7], [0.5, 0.7, -0.2], [3.3, 0.3, -1.7], [-2.9, 0.4, -2.2], [0.3, -2.8, 1.6], [1.8, -1.7, -0.1], [-1.8, 2.9, -0.9], [-0.3, 0.3, 3.0], [1.5, 0.6, 2.6], [-0.8, 2.6, -2.6], [-0.7, -2.5, -2.3], [-1.2, 4.4, 1.8], [2.2, -1.7, -2.7], [0.4, -3.1, 3.1], [-2.5, -1.4, -2.4], [-2.3, 1.7, 0.8], [-0.4, -2.0, 2.4], [2.2, -1.3, -0.4], [1.2, 1.0, -2.4], [1.5, 1.9, 1.0], [-0.1, -1.8, -1.2], [-1.0, -0.5, 1.5], [-0.4, 1.5, 0.6], [0.0, -1.3, 1.4], [-0.3, -0.1, 0.2], [0.2, 0.2, -0.1], [0.1, 0.0, -0.2], [1.1, -0.3, 0.4], [-0.1, 0.0, 0.0], [0.0, 0.0, -0.2], [0.1, 0.1, -0.3], [-0.1, 0.0, 0.2], [0.0, 0.0, 0.2], [-0.3, -0.3, 0.0], [0.1, -0.1, 0.4], [0.0, -0.1, -0.2], [0.1, 0.1, 0.1], [-0.4, 0.0, -0.2], [0.0, -0.1, -0.2], [-0.3, 0.7, -0.5], [0.0, -0.2, -0.1], [0.2, -0.2, 0.0], [0.1, -0.1, -0.3], [-0.2, 0.0, 0.2], [0.1, 0.1, 0.1], [0.5, 0.1, 0.0], [-0.2, 0.0, 0.0], [-0.4, -0.1, 0.1], [-0.2, -0.3, 0.0], [0.0, 0.2, 0.0], [0.0, 0.0, 0.0], [0.0, 0.5, 0.6], [-0.1, -0.2, -0.1], [0.0, -0.2, 0.0], [-0.1, 0.4, 0.0], [0.1, 0.1, 0.0], [0.1, 0.0, -0.1], [0.3, -0.1, 0.1], [-0.2, 0.0, 0.1], [-0.2, 0.0, -0.1], [0.2, 0.0, 0.2], [0.0, 0.1, -0.1], [-0.1, 0.1, -0.1], [0.2, 0.1, -0.1], [-0.1, 0.1, -0.1], [-0.1, -0.1, 0.1], [0.1, -0.3, 0.0], [0.0, 0.1, 0.1], [0.0, 0.1, 0.0], [-0.2, 0.0, -0.4], [0.0, 0.0, 0.2], [0.1, -0.1, 0.1], [-0.3, 0.2, 0.2], [0.2, -0.1, -0.1], [0.1, -0.1, -0.1], [0.0, 0.1, 0.0], [-0.1, 0.1, -0.1], [0.1, -0.2, 0.1], [0.1, -0.3, 0.0], [-0.2, 0.0, 0.0], [0.0, 0.1, 0.0], [0.4, 0.2, -0.1], [-0.1, -0.1, 0.1], [-0.2, -0.1, 0.0], [0.0, -0.1, -0.1], [0.0, 0.0, 0.1], [0.1, 0.0, 0.0], [-0.1, 0.1, 0.0], [-0.2, -0.1, -0.1], [0.2, -0.1, 0.1], [-0.1, -0.3, 0.1], [0.0, 0.1, 0.2], [0.1, 0.2, -0.1]],
  "total_charge": -1,
  "total_energy_ha": -10926.4820
}

E_HOMO in hartree, matching the order above: -0.042 -0.339 -0.214
Largest force on an atom in eV Å⁻¹, matching the order above: 5.3 5.7 5.9
Kohn-Sham gap in eV, matching the order above: 2.654 9.797 4.583